[1]
The following is a quantum chemistry calculation of a structure of composition C5H6Li2MgO4, from the Open Molecules 2025 dataset.

Geometry as XYZ:
```
18
Properties=species:S:1:pos:R:3
H -3.821 -0.925 -2.081
H 1.687 -1.283 3.551
Li 3.897 2.010 1.078
Mg 1.212 1.571 -1.356
H 0.484 -0.193 2.651
C 2.203 -0.841 1.550
O 1.313 -0.444 -0.620
O 2.480 1.157 0.223
H 3.097 -1.466 1.555
C 2.032 -0.039 0.332
Li -0.174 -1.341 -1.421
C 1.433 -0.735 2.643
C -1.339 0.534 -1.625
H -4.476 0.413 -1.084
H -3.169 -0.627 -0.433
O -0.664 1.603 -1.765
C -3.574 -0.155 -1.337
O -2.621 0.762 -1.859
```

Properties
DFT total energy = -709.7824 Ha
LUMO energy = -8.45 eV
ΔE to the lowest compared entry with this formula, charge and spin = 13.6 kcal per mole
maximum force = 2.16 eV/Å
charge = +2

***

[2]
The following is a quantum chemistry calculation of a structure of composition C5H6Li2NdO4, from the Open Molecules 2025 dataset.

Geometry as XYZ:
```
18
Properties=species:S:1:pos:R:3
C -0.343 -0.727 2.568
Li 2.239 0.909 2.070
H -1.165 -0.021 2.404
Li -0.145 -2.549 -1.818
O -2.854 -0.535 -0.611
Nd 0.954 1.181 -1.360
O 1.068 -1.614 -0.679
H -2.921 -2.299 0.487
O 1.701 0.098 0.412
H 0.382 -2.484 1.791
C -1.546 -0.583 -0.753
H -0.509 -1.275 3.499
H -4.430 -1.327 0.395
C 1.148 -1.062 0.453
C 0.155 -1.457 1.487
O -1.090 0.533 -1.158
C -3.560 -1.688 -0.162
H -3.894 -2.291 -1.016
```

Properties
DFT total energy = -1070.4787 Ha
2S+1 = 4
expectation value of S² = 3.76
LUMO energy (alpha / beta) = -13.00 / -12.64 eV
ΔE to the lowest compared entry with this formula, charge and spin = 51.0 kcal per mole
maximum force = 6.16 eV/Å
charge = +3

***

[3]
The following is a quantum chemistry calculation of a structure of composition C5H6LiO4Tb, from the Open Molecules 2025 dataset.

Geometry as XYZ:
```
17
Properties=species:S:1:pos:R:3
H 2.283 -1.813 -0.905
C 0.791 0.577 1.148
H 1.425 -0.187 1.618
C 2.714 -0.816 -1.011
C -0.554 0.058 0.999
H 1.050 1.349 0.419
H -0.893 -0.842 1.530
C -2.686 0.069 -0.010
H 0.439 1.165 2.087
Tb -3.331 2.093 -2.858
O -1.297 0.482 0.050
C 3.997 -0.666 -0.711
O -3.096 -0.730 0.806
O 5.095 -0.515 -0.376
O -3.283 0.564 -0.982
Li -4.923 -0.698 -0.110
H 2.269 -0.090 -1.692
```

Properties
DFT total energy = -1325.9236 Ha
2S+1 = 8
expectation value of S² = 15.76
LUMO energy (alpha / beta) = -12.00 / -12.88 eV
ΔE to the lowest compared entry with this formula, charge and spin = 13.7 kcal per mole
maximum force = 2.97 eV/Å
charge = +3